No. 1
The following is a DFT calculation (ωB97M-V with the def2-TZVPD basis set) of a 2-piece molecular cluster, C4H12O overall.

For the energy above the lowest of the compared OMol25 structures with the same formula, charge and spin, the calculation gives 0.948 eV. Its SMILES is CCO.CC. As for the net charge: 0. For the strongest force on any atom, the calculation gives 2.94 eV/Å. The calculation puts the molecular weight at 76.139 g mol⁻¹. Its energy is -6389.17347 eV.

```
17
Properties=species:S:1:pos:R:3:lowdin_charge:R:1
C 0.1929 1.6945 -1.1763 -0.27
C 0.3708 1.9006 0.3187 -0.08
O 1.5171 2.0441 -1.7274 -0.12
H 0.0656 0.6635 -1.4991 0.09
H -0.5389 2.3620 -1.6173 0.10
H 1.3992 2.0290 0.6205 0.07
H 1.7068 1.6349 -2.5798 0.07
H -0.1457 1.1080 0.8583 0.06
H -0.0649 2.8870 0.5047 0.07
C -0.9367 -1.8285 0.1111 -0.15
C -0.2939 -2.2062 1.4502 -0.18
H -0.6641 -2.6520 -0.5547 0.06
H -2.0167 -1.7732 0.0854 0.07
H -0.3751 -0.9729 -0.2468 0.02
H 0.7562 -1.8921 1.4932 0.06
H -0.2370 -3.2755 1.6370 0.06
H -0.7356 -1.7233 2.3225 0.06
```

No. 2
The following is a DFT calculation (ωB97M-V with the def2-TZVPD basis set) of a 2-piece molecular cluster, C4H12O overall.

For the energy above the lowest of the compared OMol25 structures with the same formula, charge and spin, the calculation gives 0.753 eV. Its SMILES is CCO.CC. As for the net charge: 0. For the strongest force on any atom, the calculation gives 1.38 eV/Å. The calculation puts the molecular weight at 76.139 g mol⁻¹. Its energy is -6389.36833 eV.

```
17
Properties=species:S:1:pos:R:3:lowdin_charge:R:1
C 0.9628 -0.3664 -1.1187 -0.31
C 0.9482 -1.8333 -1.5886 -0.08
O 2.3019 0.0989 -0.9512 -0.09
H 0.4324 0.1433 -1.9344 0.11
H 0.5547 -0.0643 -0.1595 0.08
H 1.6521 -2.4452 -1.0338 0.07
H 2.8347 -0.0746 -1.7286 0.07
H 1.2036 -1.7490 -2.6422 0.07
H -0.0350 -2.2965 -1.5255 0.07
C -1.2614 0.7875 1.6770 -0.17
C -2.6930 1.3309 1.8848 -0.17
H -1.2525 0.0703 0.8633 0.04
H -0.6500 1.6746 1.5219 0.07
H -0.9324 0.2348 2.5552 0.07
H -2.7386 2.0480 2.7021 0.06
H -3.2950 0.4523 2.1442 0.06
H -3.1916 1.7518 1.0131 0.06
```

No. 3
The following is a DFT calculation (ωB97M-V with the def2-TZVPD basis set) of a 2-piece molecular cluster, C4H12O overall.

Its spin multiplicity is 2. For the energy above the lowest of the compared OMol25 structures with the same formula, charge and spin, the calculation gives 0.503 eV. As for the net charge: +1. For the strongest force on any atom, the calculation gives 2.97 eV/Å. The calculation puts the molecular weight at 76.139 g mol⁻¹. Its energy is -6378.94958 eV.

```
17
Properties=species:S:1:pos:R:3:mulliken_spin:R:1
C 0.7190 0.5224 -1.0508 0.06
C 2.0232 0.3518 -1.8282 0.02
O 0.9973 0.9655 0.2834 0.71
H -0.0191 1.1897 -1.5057 0.12
H 0.2172 -0.4404 -0.9165 0.08
H 2.1765 -0.7354 -2.0041 0.02
H 1.8524 1.4610 0.2715 -0.02
H 2.8706 0.6542 -1.2050 0.00
H 2.0167 0.8757 -2.7562 0.00
C -1.4177 -1.0963 0.8027 0.00
C -1.8720 -0.1363 1.9004 0.00
H -1.7448 -0.7694 -0.1837 0.00
H -0.3289 -1.1877 0.7091 0.00
H -1.7834 -2.0907 0.9932 0.00
H -1.2091 0.7522 1.8261 0.00
H -1.6059 -0.5034 2.8982 0.00
H -2.8920 0.1871 1.7655 0.00
```

No. 4
The following is a DFT calculation (ωB97M-V with the def2-TZVPD basis set) of a 3-piece molecular cluster, C4H12O2 overall.

Its spin multiplicity is 2. For the energy above the lowest of the compared OMol25 structures with the same formula, charge and spin, the calculation gives 1.001 eV. As for the net charge: -1. For the strongest force on any atom, the calculation gives 1.90 eV/Å. The calculation puts the molecular weight at 92.138 g mol⁻¹. Its energy is -8435.30333 eV.

```
18
Properties=species:S:1:pos:R:3:mulliken_spin:R:1
C -0.3804 2.1621 -1.7816 -0.02
C -1.0063 0.8993 -1.2107 0.44
C -0.7152 0.4238 0.0452 0.50
C -1.3529 -0.8809 0.5268 -0.24
H -0.1402 1.9974 -2.8272 -0.05
H 0.4862 2.3752 -1.1617 0.05
H -1.1218 2.9799 -1.7095 0.04
H -1.8917 0.4689 -1.6703 0.08
H 0.0574 0.8371 0.6897 -0.07
H -2.4301 -0.7348 0.5392 0.03
H -0.9350 -1.1760 1.4921 0.06
H -1.0569 -1.7331 -0.1037 0.09
H 1.0887 -0.9265 -0.2082 0.04
H 1.9888 -1.9714 -0.7808 -0.07
O 1.5614 -1.7624 0.0480 0.17
H 1.8669 -0.8979 1.9212 0.00
H 2.1343 -1.4073 3.3389 -0.01
O 1.8468 -0.6536 2.8528 -0.02
```

No. 5
The following is a DFT calculation (ωB97M-V with the def2-TZVPD basis set) of a 3-piece molecular cluster, C4H12O2 overall.

For the energy above the lowest of the compared OMol25 structures with the same formula, charge and spin, the calculation gives 2.527 eV. Its SMILES is C=C(C)C.O.O. As for the net charge: 0. For the strongest force on any atom, the calculation gives 5.52 eV/Å. The calculation puts the molecular weight at 92.138 g mol⁻¹. Its energy is -8434.98662 eV.

```
18
Properties=species:S:1:pos:R:3:lowdin_charge:R:1
C -0.3286 0.8632 -0.6086 -0.11
C 0.0494 0.2503 0.6788 -0.42
C 0.7698 -0.8656 0.4498 0.00
C -0.4158 0.6986 2.0330 -0.06
H 0.4386 1.6895 -0.9657 0.11
H -1.4316 1.0215 -0.3471 0.09
H -0.3006 0.1017 -1.5132 0.10
H 1.0662 -1.5041 1.2284 0.05
H 1.0230 -1.2082 -0.4404 0.00
H -0.9455 1.6430 2.0095 0.07
H 0.3235 0.6582 2.7571 0.06
H -1.2692 0.1697 2.3781 0.07
H -2.2467 -1.7176 -2.1577 0.02
H -2.8269 -1.2216 -0.7582 -0.02
O -2.9442 -1.7012 -1.5213 -0.01
H 3.4115 -0.2852 -0.8635 0.10
H 3.0247 1.0747 -1.4142 0.05
O 2.6025 0.3330 -0.9447 -0.10
```

No. 6
The following is a DFT calculation (ωB97M-V with the def2-TZVPD basis set) of a 3-piece molecular cluster, C4H12O2 overall.

For the energy above the lowest of the compared OMol25 structures with the same formula, charge and spin, the calculation gives 0.958 eV. Its SMILES is C=CCC.O.O. As for the net charge: 0. For the strongest force on any atom, the calculation gives 1.57 eV/Å. The calculation puts the molecular weight at 92.138 g mol⁻¹. Its energy is -8436.55594 eV.

```
18
Properties=species:S:1:pos:R:3:lowdin_charge:R:1
C 2.0276 -0.1111 1.3490 -0.12
C 0.9372 0.5644 2.1767 -0.26
C -0.4365 -0.0633 2.0681 -0.18
C -0.9368 -0.5399 0.9474 -0.02
H 1.7231 -0.2547 0.3195 0.05
H 2.9318 0.4953 1.3607 0.07
H 2.3135 -1.0907 1.7388 0.08
H 0.8539 1.6024 1.8750 0.10
H 1.2358 0.5367 3.2244 0.10
H -1.0689 -0.0589 2.9439 0.09
H -1.9615 -0.8118 0.7443 0.05
H -0.4173 -0.7179 0.0081 0.05
H -1.5871 -2.3562 -3.0878 0.03
H -2.5202 -2.3891 -4.2931 0.03
O -1.7287 -1.9585 -3.9571 -0.06
H -0.3423 1.6207 -2.6807 0.04
H -0.1928 3.1315 -2.3802 0.03
O -0.8309 2.4011 -2.3570 -0.08
```

No. 7
The following is a DFT calculation (ωB97M-V with the def2-TZVPD basis set) of a 3-piece molecular cluster, C4H12O2 overall.

For the energy above the lowest of the compared OMol25 structures with the same formula, charge and spin, the calculation gives 0.996 eV. Its SMILES is C/C=C/C.O.O. As for the net charge: 0. For the strongest force on any atom, the calculation gives 1.93 eV/Å. The calculation puts the molecular weight at 92.138 g mol⁻¹. Its energy is -8436.51853 eV.

```
18
Properties=species:S:1:pos:R:3:lowdin_charge:R:1
C 0.1919 -0.8399 -0.0116 -0.19
C -0.0584 0.4452 -0.2392 -0.17
C 1.0820 1.3011 -0.8259 -0.11
C -0.8203 -1.7873 0.5988 -0.11
H 1.2052 -1.2266 -0.0632 0.10
H -1.0372 0.9030 -0.2393 0.08
H 1.3518 0.8086 -1.7665 0.07
H 0.8171 2.3112 -1.1052 0.06
H 1.9416 1.0936 -0.1895 0.04
H -1.8233 -1.5318 0.2885 0.04
H -0.7365 -1.7971 1.6834 0.07
H -0.6384 -2.8001 0.2291 0.06
H -3.7446 -0.2525 -1.5839 0.04
H -2.4556 -0.8888 -2.2218 0.05
O -2.7843 -0.2378 -1.5945 -0.05
H 2.8686 0.8437 2.7986 0.04
H 1.7048 1.5055 2.0992 0.04
O 2.5323 1.0467 1.9141 -0.07
```

No. 8
The following is a DFT calculation (ωB97M-V with the def2-TZVPD basis set) of a 2-piece molecular cluster, C4H12O2 overall.

For the energy above the lowest of the compared OMol25 structures with the same formula, charge and spin, the calculation gives 0.791 eV. Its SMILES is CC[C@H](C)O.O. As for the net charge: 0. For the strongest force on any atom, the calculation gives 4.07 eV/Å. The calculation puts the molecular weight at 92.138 g mol⁻¹. Its energy is -8436.72320 eV.

```
18
Properties=species:S:1:pos:R:3:lowdin_charge:R:1
C -0.8711 0.2257 -0.9438 -0.06
C -0.1379 -0.7930 0.0453 -0.21
C 1.3009 -0.5056 0.1354 -0.44
C 2.2240 -1.5131 0.8765 -0.04
O 1.4795 0.8876 0.6468 -0.11
H -1.0572 -0.1911 -1.9348 0.07
H -0.1809 1.0471 -0.9750 0.05
H -1.8118 0.5699 -0.4808 0.06
H -0.6394 -0.8113 0.9925 0.10
H -0.2592 -1.8355 -0.3134 0.12
H 1.6572 -0.3843 -0.8807 0.13
H 3.3108 -1.4525 0.8779 0.07
H 1.9012 -1.5927 1.9027 0.07
H 2.0507 -2.4361 0.2904 0.08
H 2.4800 1.0411 0.6981 0.11
H -4.0720 2.0605 -0.8064 -0.02
H -3.4639 3.2452 -0.1235 0.02
O -3.9109 2.4379 -0.0072 0.01
```